A structure of composition C6H9NO at a distorted geometry, computed with ωB97M-V/def2-TZVPD.

```
17
C6H9NO ωB97M-V/def2-TZVPD
C 0.0317 -0.3638 -2.1714
C -0.5470 1.0025 -0.0989
C -0.0825 -1.1390 0.6205
C 0.1079 0.3132 1.0868
C -0.8048 -0.2215 -1.0060
C 1.5839 0.5405 1.1557
N 0.4394 -0.2677 -3.2391
O -2.2257 -0.4259 -1.1973
H -1.5699 1.3348 0.1052
H 0.0102 1.9308 -0.5694
H 0.8712 -1.6894 0.2571
H -0.8274 -1.8193 1.0759
H -0.3850 0.3547 2.0227
H 2.1694 0.2266 0.2585
H 1.9598 -0.2373 1.9233
H 1.6873 1.6502 1.4384
H -2.4185 -1.1895 -1.6619
```

The relative energy (zero: lowest compared OMol25 entry of this formula, charge and spin) comes out at 3.3998 eV. The total energy is -363.8993 Eh. The value obtained for the gap between HOMO and LUMO is 9.901 eV. Its charge is 0.